1.
DFT (the ωB97M-V functional and the def2-TZVPD basis) results for a cluster of 4 separate species, C22H43F9O8PS4 in total.

XYZ file:
```
87
Properties=species:S:1:pos:R:3:forces:R:3:mulliken_charge:R:1
C -7.026 4.329 5.224 0.0 -0.3 0.1 -0.795
C -5.748 3.389 4.739 -0.5 -0.3 0.8 -0.231
O -5.160 3.824 3.445 1.5 1.4 1.9 -0.276
C -4.310 5.023 3.642 -0.3 0.9 0.3 -0.675
C -3.051 5.136 2.594 -1.0 -2.2 0.3 -0.175
O -2.647 6.571 2.568 4.1 -1.2 -1.2 -0.352
P -0.967 6.531 2.094 -2.0 0.4 1.7 0.326
C 0.266 6.835 3.543 1.1 -0.3 0.7 -0.622
C 1.580 5.811 3.414 -1.2 -0.9 -1.3 -0.305
C 2.382 6.101 2.014 0.5 1.4 0.2 -0.414
C 3.771 5.267 1.811 0.5 -0.6 -0.8 -1.028
C 3.551 3.629 1.546 2.6 1.6 3.3 0.707
F 4.962 3.126 1.344 -4.7 0.9 0.1 -0.267
F 3.122 3.097 2.893 0.8 0.9 -4.4 -0.276
C 2.527 3.287 0.331 -1.5 3.6 -1.0 0.717
F 2.809 4.240 -0.806 -0.6 -3.0 4.1 -0.255
F 1.081 3.548 0.685 4.9 -0.1 -0.6 -0.286
S 2.586 1.572 -0.383 -1.6 -4.1 -3.1 1.167
F 4.125 1.761 -1.102 -3.1 -0.2 2.2 -0.274
F 3.179 0.832 1.036 -1.0 2.0 -3.0 -0.288
F 0.953 1.319 0.187 3.5 -0.2 -1.2 -0.276
F 1.904 2.221 -1.842 1.2 -1.6 3.0 -0.319
F 2.516 0.005 -1.095 0.1 3.4 1.6 -0.350
H -6.868 4.529 6.370 -0.6 -0.3 -2.3 0.259
H -7.082 5.355 4.652 0.3 -2.1 1.1 0.243
H -8.070 3.799 5.054 2.3 1.0 0.4 0.263
H -4.946 3.404 5.616 -1.4 0.1 -2.0 0.255
H -6.045 2.256 4.596 0.5 2.5 0.1 0.293
H -3.862 5.081 4.742 -0.9 -0.3 -2.3 0.271
H -4.972 5.994 3.496 1.4 -1.9 0.2 0.227
H -2.140 4.469 2.961 -1.9 1.3 -0.5 0.314
H -3.315 4.781 1.506 0.3 0.8 2.1 0.318
H -0.769 7.581 1.128 -0.2 -0.7 0.6 0.216
H -0.745 5.234 1.457 -0.1 1.3 0.5 0.210
H -0.198 6.631 4.610 0.5 0.5 -2.4 0.374
H 0.613 7.953 3.456 -0.8 -2.1 0.2 0.411
H 2.237 5.873 4.385 -1.3 0.0 -2.1 0.394
H 1.098 4.724 3.300 1.3 2.2 0.6 0.167
H 2.685 7.256 2.043 -0.5 -2.5 -0.1 0.384
H 1.679 6.008 1.053 1.5 -0.1 2.1 0.161
H 4.397 5.664 0.875 -1.7 -0.9 2.0 0.328
H 4.521 5.356 2.731 -1.9 -0.4 -1.9 0.400
C -1.898 -1.432 -0.411 0.1 -0.3 0.0 -0.604
C -2.445 -1.134 -1.806 0.3 0.0 -0.3 -0.594
C -3.950 -0.907 -1.669 0.0 -0.2 -0.7 -0.622
S -4.214 -0.289 -0.014 -0.3 0.1 0.1 1.136
O -4.977 -1.271 0.728 0.2 0.6 -0.2 -0.660
O -4.603 1.105 -0.082 -0.1 -0.4 0.2 -0.670
C -2.512 -0.385 0.506 0.5 -0.1 0.3 -0.555
H -0.805 -1.395 -0.387 -0.1 0.0 0.0 0.284
H -2.210 -2.435 -0.098 0.1 0.1 0.0 0.328
H -1.970 -0.226 -2.198 -0.1 -0.1 0.1 0.231
H -2.230 -1.946 -2.507 -0.1 0.1 0.1 0.375
H -4.314 -0.174 -2.393 -0.1 -0.1 0.3 0.358
H -4.507 -1.843 -1.774 0.0 0.2 0.1 0.351
H -2.459 -0.654 1.562 -0.2 0.1 -0.1 0.452
H -2.057 0.597 0.344 -0.1 -0.1 0.0 0.192
C 3.629 -3.034 -1.840 -0.2 0.1 0.2 0.035
C 5.048 -3.278 -1.328 0.1 0.3 0.2 -0.663
C 5.449 -4.692 -1.745 0.4 0.0 0.6 -0.663
S 4.527 -5.055 -3.232 0.4 0.0 -0.6 1.088
O 3.598 -6.128 -2.948 0.2 0.1 -0.2 -0.560
O 5.438 -5.096 -4.359 -0.6 -0.3 0.4 -0.685
C 3.621 -3.521 -3.281 -0.4 0.5 0.0 -0.768
H 3.349 -1.979 -1.771 0.0 -0.3 0.0 -0.147
H 2.915 -3.614 -1.243 0.0 0.1 -0.1 0.287
H 5.731 -2.552 -1.785 -0.1 -0.1 0.1 0.307
H 5.113 -3.153 -0.243 0.0 0.0 -0.2 0.352
H 6.519 -4.762 -1.954 -0.2 -0.2 -0.1 0.341
H 5.169 -5.428 -0.985 0.0 0.0 -0.2 0.359
H 2.617 -3.693 -3.671 0.2 -0.1 -0.1 0.422
H 4.166 -2.832 -3.933 0.0 -0.2 0.0 0.351
C 0.955 -8.486 -3.557 0.2 -0.3 0.0 -0.638
C 0.408 -8.188 -4.952 0.3 0.0 -0.2 -0.609
C -1.097 -7.961 -4.816 -0.1 -0.2 -0.7 -0.637
S -1.361 -7.343 -3.160 0.0 0.1 0.2 1.145
O -2.124 -8.325 -2.418 0.0 0.5 -0.2 -0.677
O -1.751 -5.949 -3.229 -0.2 -0.3 0.2 -0.654
C 0.340 -7.439 -2.640 0.5 0.0 0.2 -0.443
H 2.048 -8.449 -3.533 -0.2 0.0 0.0 0.327
H 0.642 -9.489 -3.244 0.0 0.1 0.0 0.338
H 0.883 -7.280 -5.344 0.0 -0.1 0.1 0.267
H 0.623 -9.000 -5.653 -0.1 0.2 0.1 0.338
H -1.461 -7.228 -5.540 -0.1 -0.1 0.2 0.358
H -1.654 -8.897 -4.921 0.0 0.2 0.1 0.333
H 0.394 -7.708 -1.584 -0.2 0.1 -0.1 0.442
H 0.796 -6.457 -2.803 -0.1 -0.1 0.0 0.111
```
Positions in Å, forces in eV/Å.

Summary:
ΔE to the lowest compared entry with this formula, charge and spin	785.6	kJ/mol
spin multiplicity	1
frontier orbital gap	0.23039	hartree
E	-4298.215951	Ha
E_HOMO	-11.30	eV
total charge	+1



2.
DFT (the ωB97M-V functional and the def2-TZVPD basis) results for a cluster of 4 separate species, C21H21N3O2 in total.

XYZ file:
```
47
Properties=species:S:1:pos:R:3:forces:R:3:mulliken_charge:R:1
N 10.468 17.723 15.248 1.1 -0.7 0.4 -0.563
C 9.432 18.519 15.483 3.4 2.4 -7.4 -1.103
C 9.118 19.548 14.521 -0.3 0.5 0.0 0.049
C 9.996 19.806 13.406 2.6 -7.7 6.8 -0.789
C 11.207 18.988 13.283 -1.9 0.4 1.0 -0.329
C 11.331 17.924 14.232 -0.8 1.9 -1.4 -0.344
H 8.829 18.364 16.226 -3.2 -1.1 4.4 1.125
H 8.129 20.165 14.664 2.3 -1.3 -0.4 0.313
H 9.790 20.526 12.845 -1.6 6.0 -5.0 0.797
H 12.005 19.159 12.504 -1.2 -0.2 0.9 0.424
H 12.178 17.270 14.014 -0.3 -0.3 0.9 0.337
N 6.693 22.219 14.516 -0.9 -1.0 0.1 -0.606
C 5.886 21.106 14.561 1.6 -0.1 2.6 -0.165
C 5.757 20.261 15.734 1.7 2.4 -2.4 -0.479
C 6.531 20.680 16.840 -1.7 -1.3 1.9 -0.152
C 7.240 21.840 16.856 0.4 1.8 -1.8 -0.228
C 7.317 22.567 15.636 -1.1 -2.5 1.0 -0.192
H 5.513 20.745 13.630 -0.5 0.2 -0.6 0.389
H 5.295 19.312 15.507 -0.2 -0.1 0.9 0.336
H 6.485 20.193 17.836 0.0 -0.3 -0.9 0.364
H 7.775 22.287 17.703 -0.3 -0.8 -0.2 0.366
H 8.030 23.315 15.643 1.0 1.9 -0.6 0.422
N 9.092 19.787 19.679 -1.1 1.6 1.9 -0.424
C 9.704 18.853 19.002 1.4 -0.8 0.6 -0.241
C 10.054 17.600 19.604 -1.8 2.4 -1.7 -0.486
C 9.586 17.270 20.855 1.2 -3.4 -0.7 -0.334
C 9.106 18.283 21.588 -3.2 6.2 3.7 -0.125
C 8.802 19.581 21.012 2.5 -1.9 -2.3 -0.217
H 10.079 19.138 17.974 -0.7 -0.6 1.2 0.542
H 10.416 16.997 18.839 1.0 -1.9 -0.5 0.454
H 9.642 16.166 21.155 0.1 1.9 0.0 0.305
H 8.775 18.540 22.700 1.0 -2.4 -1.9 0.191
H 8.587 20.491 21.606 -0.4 -1.0 -0.4 0.355
C 14.567 21.855 10.677 -0.8 1.1 2.1 -0.435
C 13.929 22.519 11.972 3.0 -6.5 -3.1 -0.768
C 13.782 21.717 13.092 -0.5 3.5 -0.5 0.788
C 14.360 20.477 13.186 -0.6 -0.1 -0.7 -0.711
C 14.881 19.867 12.128 2.4 1.8 -4.3 -0.446
C 15.126 20.593 10.822 -3.0 0.3 3.1 0.423
O 15.584 19.962 9.744 0.7 0.7 -1.3 -0.522
O 13.118 22.174 14.215 -0.3 0.7 0.3 -0.521
H 14.545 22.305 9.616 0.1 -0.4 2.1 0.298
H 13.551 23.431 11.879 -1.6 3.8 -0.3 0.472
H 14.241 19.923 14.040 -0.2 -1.0 2.2 0.460
H 15.386 18.941 12.179 0.1 -1.2 0.4 0.360
H 15.659 19.033 9.854 0.1 -1.2 0.4 0.303
H 12.774 23.105 14.163 0.7 -1.5 -0.4 0.309
```
Positions in Å, forces in eV/Å.

Summary:
ΔE to the lowest compared entry with this formula, charge and spin	723.7	kJ/mol
spin multiplicity	1
structure (SMILES)	Oc1ccc(O)cc1.c1ccncc1.c1ccncc1.c1ccncc1
frontier orbital gap	0.32405	hartree
E	-1127.362462	Ha
E_HOMO	-8.17	eV
total charge	0



3.
DFT (the ωB97M-V functional and the def2-TZVPD basis) results for a cluster of 2 separate species, C3H8NO in total.

XYZ file:
```
13
Properties=species:S:1:pos:R:3:forces:R:3:mulliken_charge:R:1
C -0.619 0.796 2.272 -3.8 -0.4 -1.3 -0.059
N -1.302 0.311 1.211 1.7 0.5 2.2 -0.263
H -1.255 1.568 2.834 1.2 -1.6 0.0 0.267
H 0.327 0.389 2.687 -0.1 0.9 -1.2 0.284
H -0.694 -0.090 0.268 -2.1 -0.8 2.1 0.370
H -2.387 0.270 1.427 2.7 0.8 -1.7 0.319
C 1.146 0.455 -1.985 2.5 -3.2 -0.1 -0.583
C 1.015 -0.754 -1.382 -0.2 1.1 -2.1 -0.001
O -0.266 -1.052 -0.848 1.4 0.4 0.7 -0.490
H 1.921 0.545 -2.823 -0.9 0.5 2.0 0.256
H 0.662 1.193 -1.420 -1.3 1.7 -0.6 0.239
H 1.693 -1.619 -1.392 -0.5 0.4 -0.5 0.322
H -0.240 -2.011 -0.847 -0.7 -0.4 0.6 0.341
```
Positions in Å, forces in eV/Å.

Summary:
ΔE to the lowest compared entry with this formula, charge and spin	340.5	kJ/mol
spin multiplicity	1
frontier orbital gap	0.26687	hartree
E	-248.706213	Ha
E_HOMO	-13.05	eV
total charge	+1